# 1
29
Properties=species:S:1:pos:R:3:forces:R:3:mulliken_charge:R:1 method="wB97M-V/def2-TZVPD" total_charge=0 smiles="CC(C)=[S@H]1=C(C)[C@@H]2CCC[C@@H]21"
C -3.1651 -1.3969 -0.5739 0.35 0.61 -1.41 -1.20
C -2.3696 -0.2570 -0.0369 1.41 -0.60 -0.98 0.73
C -2.9002 0.6384 0.9724 -1.09 2.15 3.82 -1.17
S -0.6718 -0.4792 0.0819 -0.22 0.28 -2.72 0.04
C 0.0376 0.9891 0.0203 3.10 0.92 0.88 0.11
C 0.0670 2.2436 -0.8888 -5.23 -0.89 -0.22 -1.42
C 1.4300 0.5746 0.8792 -3.08 1.11 -1.09 -0.04
C 2.6629 0.6273 0.0543 1.53 4.34 -0.73 -0.59
C 2.8406 -0.5741 -0.7422 -0.03 -3.12 1.80 -0.68
C 2.0524 -1.6326 0.1851 0.47 -0.92 -0.87 -0.81
C 1.0451 -0.8706 0.9609 -0.80 -1.55 2.69 -0.37
H -3.8680 -1.1336 -1.4430 0.89 -0.34 1.38 0.25
H -2.4424 -2.1537 -0.9068 -0.42 -0.08 -0.27 0.35
H -3.6567 -1.7771 0.2814 -1.30 -0.87 0.52 0.33
H -3.7805 0.2609 1.6850 1.61 0.20 -1.66 0.26
H -3.2685 1.7076 0.6998 0.74 -1.74 -0.11 0.22
H -2.0244 0.8144 1.7165 -1.46 0.22 -1.04 0.31
H -0.5775 -1.4532 -1.0885 -0.13 0.73 1.57 -0.04
H -0.8241 3.0258 -0.6966 2.09 -1.49 0.24 0.26
H -0.1929 2.0207 -1.9504 0.51 -0.29 0.50 0.30
H 0.9880 2.7131 -0.8650 1.74 0.97 0.29 0.44
H 1.4965 1.2427 1.7197 -0.05 -0.17 0.69 0.45
H 3.5426 0.7646 0.6556 0.40 -0.02 0.86 0.40
H 2.6951 1.6338 -0.5540 -0.16 -1.85 0.75 0.18
H 2.1768 -0.5560 -1.5327 -0.69 0.19 -2.46 0.30
H 3.8917 -0.8683 -0.9904 -1.12 0.31 0.04 0.34
H 1.4005 -2.2722 -0.4149 0.58 -0.71 -0.54 0.29
H 2.6243 -2.2997 0.8765 -0.04 0.67 -0.75 0.36
H 0.7905 -1.5324 1.8952 0.41 1.97 -1.19 0.42

=====

# 2
14
Properties=species:S:1:pos:R:3:forces:R:3:mulliken_charge:R:1 method="wB97M-V/def2-TZVPD" total_charge=0 smiles="C=C(O)CC=O.[H][H]"
C -1.2032 0.6037 -0.8964 -0.82 0.41 0.41 -1.04
C -0.4845 0.7953 0.2050 -0.12 -0.08 -0.01 0.58
O 0.0730 2.0324 0.4703 -0.12 -0.16 0.01 -0.50
C -0.0356 -0.3367 1.1043 0.02 0.27 -0.21 -0.54
C 1.3338 -0.7021 0.5715 0.11 -0.18 0.14 0.03
O 1.6084 -1.7963 0.1629 0.14 -0.09 0.06 -0.44
H -1.7065 -0.3444 -1.0886 0.48 0.27 0.04 0.41
H -1.4912 1.4573 -1.5054 0.19 -0.17 0.02 0.26
H 0.1102 2.1980 1.4228 0.00 -0.21 -0.23 0.32
H 0.0617 0.0089 2.1407 -0.10 -0.09 -0.05 0.35
H -0.7006 -1.2079 1.0396 0.23 0.32 0.06 0.25
H 2.0735 0.1256 0.5286 -0.13 -0.07 0.02 0.32
H -0.0669 -1.1801 -2.2085 -0.09 0.08 -0.24 0.05
H 0.4279 -1.6536 -1.9469 0.22 -0.29 -0.03 -0.04

=====

# 3
88
Properties=species:S:1:pos:R:3:forces:R:3:mulliken_charge:R:1 method="wB97M-V/def2-TZVPD" total_charge=+3
Al 0.0459 0.1177 0.0598 -0.03 -0.70 -0.43 0.04
C 0.2843 -3.6557 0.4293 -0.06 0.02 0.08 -1.09
C 0.7637 -3.1571 -0.9374 -0.17 0.10 0.05 -1.15
P 1.5318 -1.5009 -0.9235 0.33 0.09 0.10 2.16
C 2.0610 -1.1478 -2.6054 -0.04 0.19 -0.02 0.50
C 1.5730 -1.8445 -3.7074 0.00 -0.03 -0.05 -0.64
C 1.9834 -1.4887 -4.9871 -0.02 -0.01 0.01 -0.82
C 2.8713 -0.4377 -5.1687 0.00 0.01 0.01 -0.62
C 3.3604 0.2617 -4.0696 -0.01 -0.02 0.00 -0.77
C 2.9543 -0.0894 -2.7925 0.02 -0.02 -0.02 -0.62
C 3.0055 -1.6572 0.0981 0.00 0.01 0.12 0.62
C 4.0532 -2.4882 -0.3052 0.02 0.01 -0.02 -0.76
C 5.1514 -2.6626 0.5218 0.00 -0.01 -0.01 -0.84
C 5.2115 -2.0106 1.7500 0.03 -0.03 0.00 -0.59
C 4.1822 -1.1713 2.1525 -0.01 0.00 -0.03 -1.04
C 3.0804 -0.9950 1.3263 0.10 -0.05 -0.15 -0.30
C -1.0306 -3.0287 0.9297 0.31 -0.04 -0.19 -1.11
P -0.9084 -1.3790 1.7149 -0.83 0.41 -0.08 1.62
C -2.5812 -0.6734 1.6333 0.03 0.04 0.03 0.61
C -3.7348 -1.4492 1.5146 0.02 -0.13 0.09 -0.97
C -4.9812 -0.8371 1.4651 -0.04 -0.03 -0.03 -0.49
C -5.0839 0.5474 1.5417 0.01 0.02 0.00 -0.70
C -3.9409 1.3273 1.6687 -0.02 -0.03 -0.03 -0.74
C -2.6960 0.7170 1.7072 -0.05 -0.06 0.14 -0.45
C -0.5374 -1.6498 3.4519 0.43 0.06 -0.17 0.63
C -1.5341 -1.4986 4.4117 -0.01 0.00 0.09 -0.69
C -1.2609 -1.8411 5.7282 0.00 0.01 0.02 -0.80
C -0.0090 -2.3248 6.0821 -0.01 0.01 0.01 -0.67
C 0.9895 -2.4617 5.1246 0.01 0.02 -0.05 -0.88
C 0.7322 -2.1192 3.8072 -0.04 0.02 0.06 -0.07
H 1.0819 -3.5480 1.1677 -0.01 -0.03 0.04 0.20
H 0.1084 -4.7268 0.3357 0.03 -0.04 0.02 0.57
H -0.0643 -3.1600 -1.6518 0.00 0.01 -0.01 0.44
H 1.5363 -3.8191 -1.3329 -0.01 -0.09 -0.02 0.68
H 0.9007 -2.6844 -3.5838 0.00 0.01 -0.01 0.46
H 1.6221 -2.0463 -5.8420 0.02 0.01 0.02 0.48
H 3.1962 -0.1722 -6.1671 -0.01 -0.01 0.05 0.45
H 4.0687 1.0680 -4.2140 -0.03 -0.03 0.02 0.48
H 3.3598 0.4345 -1.9326 0.01 0.00 -0.03 0.52
H 4.0202 -2.9851 -1.2699 0.00 0.00 0.05 0.45
H 5.9643 -3.3069 0.2102 -0.04 0.03 0.01 0.48
H 6.0689 -2.1561 2.3948 -0.01 0.01 -0.03 0.47
H 4.2395 -0.6594 3.1046 -0.01 0.00 -0.02 0.53
H 2.2834 -0.3343 1.6485 -0.09 0.06 0.05 0.58
H -1.4737 -3.6655 1.6964 -0.04 -0.07 0.00 0.71
H -1.7424 -2.9535 0.1023 0.00 0.01 0.02 0.44
H -3.6694 -2.5322 1.4940 -0.04 0.05 -0.02 0.43
H -5.8764 -1.4427 1.3851 0.05 0.02 0.02 0.51
H -6.0586 1.0173 1.5194 0.02 -0.01 -0.01 0.44
H -4.0240 2.4042 1.7400 0.02 -0.04 0.01 0.51
H -1.8106 1.3317 1.8499 0.02 0.03 -0.05 0.50
H -2.5126 -1.1198 4.1489 -0.01 -0.02 -0.01 0.41
H -2.0314 -1.7293 6.4792 0.01 0.00 -0.01 0.46
H 0.1926 -2.5918 7.1112 -0.01 0.00 -0.02 0.43
H 1.9661 -2.8348 5.4054 -0.03 0.01 0.00 0.49
H 1.5178 -2.2146 3.0659 -0.04 -0.04 0.04 0.12
C -1.4463 7.8622 -1.0047 0.04 -0.01 0.04 -1.50
C -0.8019 6.5890 -0.5424 -0.05 0.03 0.01 0.81
C -0.4527 6.4187 0.7983 -0.04 0.07 -0.02 -0.74
C 0.1690 5.2607 1.2300 -0.05 0.03 -0.06 -0.65
C 0.4705 4.2764 0.2892 -0.03 0.15 0.04 0.89
C 0.1250 4.4085 -1.0569 0.00 0.00 0.02 -0.24
C -0.5261 5.5562 -1.4522 -0.03 0.03 -0.07 -0.97
S 1.3981 2.9556 0.9010 0.33 0.30 0.46 0.12
C 2.8747 3.0029 -0.0824 0.06 0.07 -0.07 -1.08
O 0.7243 1.6684 0.3489 -0.21 -0.50 -0.10 0.32
H -2.1356 8.2515 -0.2562 0.01 -0.02 -0.02 0.41
H -1.9792 7.7284 -1.9438 0.00 -0.01 0.01 0.38
H -0.6792 8.6251 -1.1622 -0.01 -0.03 -0.01 0.33
H -0.6696 7.2045 1.5120 -0.02 -0.04 -0.03 0.44
H 0.4191 5.1278 2.2774 0.04 0.01 -0.08 0.48
H 0.3453 3.6274 -1.7785 0.01 0.05 0.06 0.31
H -0.8205 5.6692 -2.4891 0.03 0.03 0.05 0.40
H 2.6007 2.9264 -1.1344 0.05 0.02 0.01 0.34
H 3.5223 2.1856 0.2346 -0.02 0.01 -0.01 0.40
H 3.3514 3.9624 0.1247 0.02 -0.04 -0.03 0.53
S -1.3092 0.7188 -1.6898 0.04 0.17 0.05 -0.39
C -2.1653 -0.6349 -2.3597 0.03 -0.14 0.07 0.13
N -3.0718 -1.3665 -1.7340 -0.15 -0.10 0.01 0.11
C -3.7675 -2.2911 -2.6588 0.14 0.18 0.01 -0.57
C -3.0127 -2.0576 -3.9905 0.06 0.12 0.14 -0.57
N -2.0440 -1.0048 -3.6170 -0.09 -0.06 -0.18 -0.06
H -3.4383 -1.0996 -0.8294 0.00 -0.01 0.01 0.04
H -4.8197 -2.0282 -2.7299 -0.03 0.04 0.01 0.37
H -3.6868 -3.3147 -2.3065 0.02 -0.07 0.02 0.34
H -3.6644 -1.7063 -4.7849 -0.03 0.04 -0.03 0.37
H -2.4914 -2.9461 -4.3355 0.05 -0.03 0.01 0.31
H -1.4183 -0.5501 -4.2646 0.03 -0.01 0.04 0.29

=====

How do the records compare in ΔE to the lowest compared entry with this formula, charge and spin? In the order shown, they have 7.120 2.777 0.083 eV.